# 1
{
  "formula": "C23H27FN3OS",
  "method": "ωB97M-V with the def2-TZVPD basis set",
  "elements": ["C", "N", "C", "H", "H", "H", "C", "C", "H", "H", "C", "N", "C", "O", "C", "C", "C", "C", "C", "C", "H", "H", "C", "C", "C", "C", "H", "H", "H", "H", "H", "H", "H", "H", "H", "C", "N", "C", "C", "C", "C", "C", "C", "S", "H", "F", "H", "H", "H", "H", "H", "H", "H", "H", "H", "H"],
  "positions_angstrom": [[1.255, -0.741, 4.666], [0.517, -0.898, 3.409], [0.216, -2.314, 3.164], [1.138, -2.892, 3.147], [-0.430, -2.710, 3.948], [-0.282, -2.431, 2.204], [-0.728, -0.098, 3.368], [-0.525, 1.405, 3.553], [-1.486, 1.883, 3.357], [-0.255, 1.639, 4.582], [0.521, 2.034, 2.630], [0.286, 1.743, 1.218], [-0.668, 2.564, 0.567], [-1.085, 3.537, 1.140], [-1.131, 2.112, -0.752], [-1.388, 0.771, -1.032], [-1.882, 0.372, -2.264], [-2.130, 1.337, -3.244], [-1.893, 2.678, -2.953], [-1.414, 3.073, -1.722], [-1.241, 4.113, -1.498], [-2.096, 3.422, -3.708], [-2.626, 0.963, -4.609], [-3.215, -0.442, -4.662], [-2.260, -1.419, -3.988], [-2.164, -1.085, -2.504], [-1.390, -1.693, -2.027], [-3.115, -1.333, -2.020], [-2.610, -2.444, -4.112], [-1.273, -1.341, -4.449], [-3.385, -0.729, -5.700], [-4.177, -0.460, -4.146], [-3.362, 1.698, -4.942], [-1.779, 1.026, -5.302], [-1.219, 0.018, -0.272], [1.139, 0.888, 0.596], [1.720, -0.083, 1.248], [2.621, -0.768, 0.473], [3.396, -1.852, 0.877], [4.248, -2.438, -0.034], [4.320, -1.944, -1.334], [3.569, -0.867, -1.768], [2.722, -0.283, -0.844], [1.653, 1.078, -1.069], [3.655, -0.505, -2.779], [5.151, -2.536, -2.197], [4.867, -3.276, 0.241], [3.340, -2.216, 1.890], [0.455, 3.121, 2.741], [1.535, 1.717, 2.880], [-1.408, -0.461, 4.143], [-1.193, -0.277, 2.396], [1.141, -0.540, 2.533], [1.569, 0.290, 4.800], [0.633, -1.036, 5.511], [2.143, -1.370, 4.650]],
  "forces_ev_per_a": [[0.3, 0.1, 0.4], [0.1, 0.1, -0.2], [-0.1, -0.5, -0.1], [0.1, 0.1, 0.0], [0.0, 0.1, 0.0], [0.0, 0.1, 0.0], [-0.4, 0.5, 0.1], [0.2, -0.1, -0.2], [0.0, 0.0, 0.1], [0.0, 0.0, 0.1], [-0.1, 0.3, 0.4], [-0.3, 0.3, 0.3], [0.1, -0.1, 0.2], [0.0, 0.1, 0.0], [-0.4, 0.0, -0.5], [-0.1, 0.3, 0.1], [0.0, 0.0, 0.1], [0.1, 0.1, 0.2], [0.0, 0.0, 0.1], [0.1, -0.1, 0.2], [0.0, 0.1, 0.0], [0.0, 0.1, -0.1], [-0.2, -0.2, -0.2], [0.2, 0.0, -0.1], [-0.2, 0.0, 0.1], [0.0, -0.2, -0.1], [0.0, 0.0, 0.1], [0.0, -0.1, 0.0], [0.1, 0.0, 0.0], [0.1, 0.0, -0.1], [-0.1, 0.0, 0.0], [-0.1, 0.0, 0.0], [0.1, 0.0, 0.0], [0.0, 0.0, 0.0], [0.0, -0.1, 0.0], [0.6, -0.4, -0.6], [-0.4, 0.5, 0.1], [0.5, -0.1, -0.9], [-0.1, 0.2, -0.1], [0.1, 0.0, -0.2], [-0.2, 0.2, 0.1], [0.2, -0.2, 0.0], [-0.1, 0.0, 0.5], [0.3, -0.3, 0.4], [0.1, 0.0, -0.2], [0.0, 0.0, 0.0], [0.1, -0.1, 0.0], [0.0, -0.1, 0.2], [0.1, -0.2, 0.0], [-0.1, 0.0, -0.1], [0.1, -0.1, -0.1], [0.1, -0.1, 0.0], [-0.3, -0.2, 0.5], [0.0, 0.0, -0.1], [-0.1, 0.0, 0.0], [0.0, 0.0, -0.1]],
  "lowdin_charge": [-0.004, -0.244, -0.017, 0.098, 0.111, 0.107, -0.139, -0.128, 0.129, 0.119, -0.119, -0.005, -0.375, 0.135, -0.205, -0.032, -0.155, -0.147, -0.002, 0.000, 0.127, 0.123, -0.140, -0.189, -0.192, -0.145, 0.116, 0.129, 0.114, 0.120, 0.115, 0.122, 0.124, 0.132, 0.117, -0.526, 0.084, -0.285, -0.004, 0.010, -0.267, 0.006, -0.424, 1.206, 0.130, 0.088, 0.126, 0.107, 0.136, 0.126, 0.141, 0.128, 0.101, 0.097, 0.115, 0.106],
  "largest_force_ev_per_a": 1.001,
  "smiles": "C[NH+](C)CCCN(C(=O)c1ccc2c(c1)CCCC2)c1nc2ccc(F)cc2s1",
  "e_homo_ev": -11.43,
  "de_lowest_kj_mol": 0.00,
  "molar_mass_g_mol": 412.55,
  "energy_ha": -1630.03843,
  "total_charge": 1,
  "gap_ev": 8.73
}


# 2
{
  "formula": "C2H3NS2",
  "method": "ωB97M-V with the def2-TZVPD basis set",
  "elements": ["C", "C", "N", "S", "S", "H", "H", "H"],
  "positions_angstrom": [[-0.127, -0.769, -1.238], [0.045, -0.218, 0.813], [0.541, 1.039, 0.849], [-0.858, -2.051, -1.753], [-0.576, -1.173, 1.900], [-0.189, 0.078, -2.001], [1.015, 1.395, -0.052], [0.150, 1.699, 1.483]],
  "forces_ev_per_a": [[-0.6, 2.4, 1.2], [0.2, 0.3, -3.0], [1.0, -0.5, -3.0], [0.0, -1.2, 0.4], [-0.3, -0.3, 0.2], [0.9, -0.4, 1.4], [-1.4, -0.7, 2.2], [0.1, 0.4, 0.6]],
  "lowdin_charge": [-0.674, -0.882, 0.008, 0.648, 0.675, 0.006, 0.136, 0.083],
  "largest_force_ev_per_a": 3.213,
  "e_homo_ev": -7.97,
  "de_lowest_kj_mol": 254.53,
  "molar_mass_g_mol": 105.19,
  "energy_ha": -929.02037,
  "gap_ev": 7.56
}


# 3
{
  "formula": "C27H45Cl2PSTi",
  "method": "ωB97M-V with the def2-TZVPD basis set",
  "elements": ["P", "C", "C", "C", "C", "C", "C", "C", "C", "C", "C", "C", "C", "C", "C", "C", "C", "C", "C", "H", "H", "H", "H", "H", "H", "H", "H", "H", "H", "H", "H", "H", "H", "H", "H", "H", "H", "H", "H", "H", "H", "H", "H", "H", "H", "H", "H", "H", "H", "H", "H", "H", "Ti", "Cl", "Cl", "C", "H", "C", "C", "C", "C", "C", "C", "H", "H", "H", "H", "H", "C", "S", "C", "H", "H", "H", "H", "H", "H"],
  "positions_angstrom": [[-0.163, 0.871, -0.670], [-1.808, 0.341, -1.345], [-2.309, 1.091, -2.579], [-3.761, 0.663, -2.886], [-3.923, -0.855, -3.042], [-3.301, -1.634, -1.872], [-1.870, -1.181, -1.562], [1.239, 0.224, -1.678], [1.139, 0.517, -3.171], [2.470, 0.138, -3.831], [2.868, -1.319, -3.570], [2.811, -1.703, -2.083], [1.498, -1.274, -1.408], [-0.068, 2.703, -0.737], [-1.224, 3.345, 0.052], [-1.158, 4.875, 0.044], [0.207, 5.407, 0.491], [1.385, 4.733, -0.227], [1.289, 3.194, -0.200], [-2.484, 0.579, -0.497], [-1.663, 0.865, -3.439], [-2.273, 2.179, -2.430], [-4.110, 1.175, -3.791], [-4.400, 1.001, -2.055], [-4.989, -1.103, -3.118], [-3.452, -1.177, -3.982], [-3.919, -1.493, -0.974], [-3.298, -2.707, -2.097], [-1.491, -1.715, -0.678], [-1.216, -1.452, -2.406], [2.113, 0.775, -1.278], [3.256, 0.799, -3.441], [0.910, 1.575, -3.352], [0.321, -0.073, -3.610], [2.410, 0.321, -4.905], [3.882, -1.502, -3.948], [2.195, -1.981, -4.131], [2.938, -2.787, -1.965], [3.646, -1.224, -1.548], [1.541, -1.471, -0.324], [0.669, -1.876, -1.809], [-0.152, 2.938, -1.816], [-2.201, 3.021, -0.335], [-1.169, 2.982, 1.088], [-1.381, 5.245, -0.963], [-1.934, 5.269, 0.707], [0.316, 5.239, 1.574], [0.263, 6.491, 0.336], [2.332, 5.037, 0.237], [1.410, 5.061, -1.276], [2.125, 2.777, -0.784], [1.410, 2.831, 0.835], [-0.423, -0.447, 3.389], [1.572, 0.437, 2.822], [-2.142, 0.680, 2.528], [-0.564, -2.076, 2.345], [-1.561, -2.079, 1.872], [0.273, -3.233, 2.033], [1.691, -3.171, 2.084], [2.467, -4.325, 1.952], [1.861, -5.569, 1.739], [0.452, -5.646, 1.600], [-0.319, -4.493, 1.711], [2.158, -2.201, 2.271], [3.554, -4.263, 2.032], [-0.032, -6.610, 1.430], [-1.410, -4.533, 1.601], [2.456, -6.488, 1.699], [0.653, -1.542, 6.127], [-0.820, -0.499, 5.752], [0.008, 1.154, 5.695], [0.754, -2.322, 5.365], [0.431, -1.997, 7.101], [1.572, -0.959, 6.218], [-0.655, 1.810, 6.283], [1.012, 1.113, 6.146], [0.083, 1.525, 4.646]],
  "forces_ev_per_a": [[0.2, -1.3, 2.5], [0.2, 0.5, -0.2], [-0.5, -0.4, -0.2], [0.1, 0.2, 0.1], [0.1, 0.0, 0.1], [0.0, 0.2, 0.0], [0.0, 0.1, 0.0], [-0.5, 0.3, -0.3], [0.6, -0.3, -0.1], [0.0, 0.0, -0.2], [-0.1, -0.1, 0.2], [-0.1, 0.1, 0.2], [0.1, 0.1, -0.1], [-0.1, 0.1, -1.1], [0.1, -0.1, 0.1], [0.2, -0.1, -0.1], [0.2, -0.1, 0.2], [-0.2, -0.3, -0.1], [-0.1, 0.2, 0.1], [0.3, -0.1, -0.3], [-0.1, 0.0, 0.1], [0.0, -0.2, 0.0], [-0.1, -0.1, 0.1], [0.1, 0.0, -0.1], [0.1, 0.0, -0.1], [0.0, 0.1, 0.1], [0.1, 0.0, -0.1], [-0.1, 0.1, 0.0], [0.0, 0.2, -0.1], [-0.2, 0.1, 0.1], [-0.3, -0.2, -0.1], [-0.1, 0.0, 0.0], [0.0, -0.1, 0.0], [0.1, 0.0, 0.1], [0.1, 0.0, -0.1], [-0.1, 0.0, 0.0], [0.0, 0.1, 0.0], [0.1, 0.2, 0.0], [-0.1, -0.1, -0.1], [-0.1, 0.1, -0.3], [0.2, 0.1, 0.1], [0.0, 0.6, 0.2], [0.2, 0.0, 0.1], [0.0, 0.0, -0.2], [0.0, 0.0, 0.0], [0.0, 0.0, -0.1], [0.0, 0.0, -0.2], [-0.1, -0.1, 0.1], [-0.1, 0.0, -0.1], [0.0, 0.0, 0.1], [-0.3, 0.1, 0.2], [-0.1, 0.0, -0.3], [0.2, -1.5, -1.9], [1.3, 0.6, 0.0], [-1.4, 1.2, -0.2], [0.3, -0.2, 0.3], [0.1, -0.3, 0.2], [-0.5, 0.2, 0.0], [-0.1, -0.3, 0.2], [-0.4, -0.1, 0.0], [-0.5, -0.3, 0.0], [0.6, 0.5, 0.1], [0.3, 0.0, 0.0], [-0.1, -0.3, -0.1], [-0.2, 0.0, 0.0], [0.2, 0.2, 0.0], [0.4, 0.0, 0.1], [-0.2, 0.4, -0.1], [-0.4, -0.4, 0.7], [1.1, 0.2, 0.6], [-0.7, 0.4, 0.1], [0.0, 0.2, 0.1], [0.3, -0.1, -0.2], [-0.3, 0.0, -0.2], [0.4, 0.0, -0.3], [-0.5, -0.1, -0.2], [0.0, -0.1, 0.9]],
  "lowdin_charge": [1.073, -0.456, -0.213, -0.205, -0.213, -0.199, -0.212, -0.460, -0.219, -0.212, -0.211, -0.201, -0.202, -0.481, -0.223, -0.207, -0.215, -0.206, -0.214, 0.088, 0.100, 0.094, 0.099, 0.113, 0.100, 0.107, 0.116, 0.105, 0.105, 0.098, 0.103, 0.110, 0.103, 0.102, 0.098, 0.100, 0.108, 0.107, 0.112, 0.102, 0.096, 0.099, 0.100, 0.079, 0.106, 0.104, 0.112, 0.099, 0.103, 0.107, 0.097, 0.094, -0.111, 0.000, -0.014, -0.290, -0.019, -0.357, -0.099, -0.130, -0.150, -0.130, -0.085, 0.051, 0.087, 0.083, 0.098, 0.076, -0.360, 0.719, -0.400, 0.030, 0.025, 0.040, 0.035, 0.045, -0.032],
  "largest_force_ev_per_a": 2.841,
  "e_homo_ev": [-2.72, -2.69],
  "molar_mass_g_mol": 551.47,
  "energy_ha": -3565.30762,
  "total_charge": -1,
  "multiplicity": 2,
  "gap_ev": [5.14, 5.07]
}